No. 1
The following is a DFT calculation (wB97M-V/def2-TZVPD) of C18H53AlB2N3O6 as an isolated structure in a non-equilibrium geometry.

Each line ends with the Mulliken charge.
Positions of all 83 atoms, in Å:
Al1 0.6910 -0.6864 -0.2364  0.83
B1 4.5860 1.4543 0.2467  0.10
H1 3.9013 1.4992 1.0793  -0.15
H2 4.8624 0.4417 -0.0033  -0.14
H3 4.0621 1.9223 -0.5723  -0.10
H4 5.4457 2.0384 0.5368  -0.01
B2 -2.3909 -3.3954 -2.1297  0.09
H5 -2.6802 -2.5445 -2.7267  -0.05
H6 -1.4023 -3.6748 -2.4596  -0.12
H7 -2.4209 -3.1793 -1.0730  -0.17
H8 -3.0964 -4.1808 -2.3529  -0.01
C1 0.7905 -0.9175 -5.3556  -0.79
O1 1.7902 -1.2614 -4.3840  -0.15
C2 3.0444 -1.5464 -5.0295  -0.74
C3 3.9683 -2.2099 -4.0331  -0.74
N1 3.2818 -3.2439 -3.2473  -0.09
C4 4.2721 -4.0704 -2.4944  -0.74
C5 3.6237 -4.9973 -1.4813  -0.70
O2 2.5641 -4.2423 -0.7084  -0.18
C6 1.9089 -5.0995 0.2618  -0.77
H9 0.6391 -1.6306 -6.1660  0.32
H10 0.9889 0.0453 -5.8263  0.33
H11 -0.1010 -0.8036 -4.7388  0.22
H12 3.4652 -0.6668 -5.5168  0.41
H13 2.8788 -2.2659 -5.8313  0.38
H14 4.2497 -1.4580 -3.2958  0.43
H15 4.8245 -2.6069 -4.5784  0.39
H16 2.9558 -3.8793 -3.9614  0.22
H17 4.9290 -3.3858 -1.9578  0.36
H18 4.7909 -4.6200 -3.2798  0.44
H19 4.3547 -5.3735 -0.7657  0.41
H20 3.2287 -5.9329 -1.8772  0.44
H21 2.6170 -5.1423 1.0893  0.32
H22 1.8191 -6.1086 -0.1404  0.29
H23 0.9278 -4.7656 0.5995  0.25
C7 0.8528 3.2507 3.1293  -0.84
O3 0.0683 2.0497 3.1335  -0.17
C8 -0.6790 1.9601 4.3379  -0.68
C9 -1.4190 0.6847 4.4423  -0.95
N2 -0.7402 -0.5617 4.0891  -0.19
C10 0.0704 -1.0721 5.2238  -0.85
C11 1.5711 -0.6006 5.1543  -0.40
O4 2.0642 -0.9823 3.8645  -0.22
C12 3.4700 -1.3163 3.8691  -0.81
H24 1.6548 3.1956 3.8655  0.30
H25 0.2542 4.1426 3.3149  0.35
H26 1.2506 3.3804 2.1229  0.24
H27 -1.3894 2.7632 4.5339  0.48
H28 0.0047 2.0424 5.1829  0.30
H29 -2.4011 0.7751 3.9782  0.56
H30 -1.7438 0.7041 5.4826  0.35
H31 -1.5466 -1.1698 4.0908  0.27
H32 0.1053 -2.1509 5.0722  0.43
H33 -0.4491 -0.6742 6.0955  0.41
H34 2.0410 -1.1736 5.9536  0.46
H35 1.6268 0.4562 5.4153  0.17
H36 3.5463 -2.0835 4.6396  0.39
H37 4.1034 -0.4656 4.1205  0.30
H38 3.7238 -1.7967 2.9242  0.22
C13 -6.5199 4.0447 1.1248  -0.68
O5 -5.9042 2.7542 1.0352  -0.34
C14 -6.1594 2.0961 -0.2329  -0.57
C15 -4.8337 1.3477 -0.4708  -0.69
N3 -3.7077 2.2294 -0.4287  -0.14
C16 -3.7879 3.1456 -1.5789  -0.53
C17 -2.4782 3.9528 -1.6811  -0.70
O6 -1.4720 3.0413 -2.0551  -0.20
C18 -0.3905 3.7311 -2.6799  -0.87
H39 -6.3010 4.5965 2.0389  0.24
H40 -7.6020 3.9331 1.0563  0.31
H41 -6.1759 4.6518 0.2875  0.28
H42 -6.4153 2.7384 -1.0756  0.39
H43 -6.9259 1.3216 -0.2045  0.39
H44 -4.8813 0.9072 -1.4667  0.38
H45 -4.6874 0.4904 0.1862  0.34
H46 -3.8115 2.9034 0.3164  0.34
H47 -4.5997 3.8584 -1.4340  0.28
H48 -3.8698 2.6831 -2.5625  0.34
H49 -2.2415 4.3256 -0.6845  0.29
H50 -2.5174 4.7337 -2.4405  0.47
H51 -0.5697 3.8781 -3.7450  0.34
H52 0.5047 3.1111 -2.7280  0.24
H53 -0.0629 4.6549 -2.2030  0.36

Computed properties:
Energy above the lowest of the compared OMol25 structures with the same formula, charge and spin   177.1 kcal per mole
HOMO energy   -0.41206 Eh
Net charge   +1
E_tot   -44202.9989 eV

***

No. 2
The following is a DFT calculation (wB97M-V/def2-TZVPD) of C6H6N2 as an isolated structure in a non-equilibrium geometry.

Each line ends with the Mulliken charge.
Positions of all 14 atoms, in Å:
C1 1.5370 0.9631 -0.7884  0.06
C2 0.6336 0.0129 -0.2886  0.12
C3 -0.1718 -0.7858 -1.0452  -0.69
C4 -1.2997 -0.9340 -0.0570  -0.01
C5 -0.6115 -1.3155 1.2744  -0.63
C6 -0.0882 0.1322 1.0077  -0.09
H1 0.0324 -1.0349 -2.0704  0.43
H2 -2.2380 -1.4061 -0.2942  0.54
H3 -1.3376 -1.4655 2.1253  0.26
H4 0.1577 -2.1072 1.2954  0.28
H5 0.2583 0.8006 1.7785  0.52
H6 -2.0818 0.4490 1.3007  0.29
N1 2.2099 1.8406 -1.1779  -0.46
N2 -1.4652 0.4919 0.4990  -0.63

Computed properties:
Energy above the lowest of the compared OMol25 structures with the same formula, charge and spin   61.6 kcal per mole
HOMO energy   -0.35380 Eh
E_tot   -9296.0734 eV

***

| no. | HOMO-LUMO gap (eV) |
| --- | --- |
| 1 | 1.78 |
| 2 | 9.73 |